[1]
This record from OMol25 describes C4H6IN3O in the gas phase at a distorted geometry. The level of theory is wB97M-V/def2-TZVPD.

Computed properties:
- Total charge: 0
- 2S+1: 3
- HOMO (alpha / beta): -5.23 / -9.01 eV

Geometry (Å):
C (-0.30964, -0.96394, -0.39679)
C (1.07363, -1.00258, -0.38998)
C (-0.21098, 1.34544, -0.21895)
C (-2.17645, 0.20610, 0.70074)
N (0.04257, 2.51395, -0.53086)
N (-0.96450, 0.28244, -0.20156)
N (1.76834, 0.17962, -0.32346)
O (1.74112, -2.22149, -0.19653)
I (3.67617, 0.26006, 0.22937)
H (-0.88652, -1.80540, -0.83001)
H (-2.00460, 0.84723, 1.55355)
H (-3.10896, 0.50211, 0.22257)
H (-2.26401, -0.93333, 0.96002)
H (0.98089, 2.86414, -0.29341)
H (2.64292, -2.07435, -0.28469)

These are the Löwdin partial charges, in e, on atoms 1 to 6:
1. C 0.004
2. C -0.459
3. C -0.292
4. C -0.004
5. N 0.125
6. N -0.125

[2]
This record from OMol25 describes a 7-piece molecular cluster, C4H21NO9 overall at a distorted geometry. The level of theory is wB97M-V/def2-TZVPD.

Computed properties:
- Total charge: 0
- Relative energy (zero: lowest compared OMol25 entry of this formula, charge and spin): 123.86 kcal/mol
- SMILES string: O=C[C@H](CO)NCO.O.O.O.O.O.O
- HOMO: -8.91 eV

Geometry (Å):
O (1.07271, 2.20482, 0.50850)
C (0.34488, 1.67919, 1.34383)
C (-0.54898, 0.48059, 0.84329)
C (-2.01864, 0.61547, 1.29836)
O (-2.93693, 0.37598, 0.17655)
N (-0.10785, -0.80843, 1.31798)
C (0.51220, -1.69335, 0.38715)
O (1.86512, -1.17701, 0.08506)
H (0.28072, 1.92524, 2.29136)
H (-0.52536, 0.47740, -0.22018)
H (-2.33623, -0.05700, 1.96920)
H (-2.20927, 1.58541, 1.70394)
H (-2.86889, 1.31048, -0.44096)
H (0.43248, -0.66427, 2.17101)
H (0.71236, -2.67376, 0.95743)
H (0.00801, -1.86873, -0.50387)
H (1.74600, -0.63088, -0.67031)
O (3.70033, 1.53951, 0.94082)
H (4.20765, 0.84308, 0.52353)
H (3.04079, 2.10957, 0.66032)
O (-1.13603, -2.14533, -3.22045)
H (-1.54333, -2.10965, -2.45121)
H (-1.48566, -2.82335, -3.74027)
O (-2.20855, -2.53653, -0.85071)
H (-2.43765, -1.59514, -0.30178)
H (-2.03868, -3.14257, -0.15427)
O (-0.14601, 0.54071, -2.92959)
H (0.71481, 0.39492, -3.51605)
H (-0.74503, -0.10661, -3.01442)
O (-0.76323, 2.91242, -1.56192)
H (-0.70121, 2.19513, -2.23167)
H (0.06816, 3.03004, -1.22031)
O (2.35630, -0.03065, 3.23860)
H (2.72895, -0.48673, 3.95359)
H (2.96608, 0.33003, 2.65744)

These are the Löwdin partial charges, in e, on atoms 1 to 6:
1. O 0.029
2. C -0.091
3. C -0.255
4. C -0.178
5. O -0.145
6. N -0.009

[3]
This record from OMol25 describes C43H37ClCrN9O4S2 as an isolated structure at a distorted geometry. The level of theory is wB97M-V/def2-TZVPD.

Computed properties:
- Total charge: 0
- 2S+1: 4
- Relative energy (zero: lowest compared OMol25 entry of this formula, charge and spin): 35.98 kcal/mol
- HOMO (alpha / beta): -7.01 / -7.66 eV

Geometry (Å):
Cr (0.28281, -0.39785, 0.47410)
Cl (2.81264, 4.09089, 5.44406)
C (2.44988, 2.73843, 4.41808)
C (3.48409, 1.87698, 4.02885)
C (3.21816, 0.84418, 3.16780)
C (1.92422, 0.62519, 2.64438)
O (1.74483, -0.28148, 1.75308)
C (0.86126, 1.44954, 3.13792)
C (-0.49199, 1.19876, 2.82992)
N (-0.92811, 0.26586, 2.02500)
C (-2.28184, -0.03290, 1.95991)
C (-3.29643, 0.50850, 2.74120)
C (-4.61334, 0.06662, 2.60553)
C (-4.95073, -0.92497, 1.71918)
C (-3.95463, -1.52774, 0.92964)
C (-4.19269, -2.59347, 0.04147)
C (-3.13061, -3.15604, -0.61777)
C (-1.84684, -2.64163, -0.42956)
N (-1.59378, -1.60398, 0.34257)
C (-2.61702, -1.06529, 1.04216)
C (1.16635, 2.51848, 4.00819)
H (4.48683, 2.03647, 4.39944)
H (4.00417, 0.17473, 2.84603)
H (-1.21320, 1.83610, 3.33685)
H (-3.08116, 1.26585, 3.48047)
H (-5.38504, 0.50418, 3.22489)
H (-5.97324, -1.26905, 1.63376)
H (-5.19739, -2.97207, -0.09489)
H (-3.27296, -3.99926, -1.27815)
H (-1.00147, -3.09454, -0.92857)
H (0.36815, 3.16150, 4.35706)
C (-4.83310, 1.80326, -2.26567)
C (-4.70574, 0.28188, -2.33014)
C (-3.27888, -0.13561, -2.47315)
N (-2.30356, 0.31270, -1.77256)
N (-1.09933, -0.25038, -2.03808)
C (-1.15825, -1.16130, -2.96779)
N (-0.10396, -1.85688, -3.44057)
S (-2.77358, -1.36740, -3.62820)
H (-5.86180, 2.09200, -2.05231)
H (-4.53659, 2.24921, -3.21459)
H (-4.17934, 2.18762, -1.48819)
H (-5.28786, -0.11765, -3.16180)
H (-5.08890, -0.15762, -1.40473)
H (0.71706, -1.90852, -2.85327)
H (-0.25293, -2.67731, -4.00104)
N (0.32755, 1.30653, 0.05035)
C (0.57723, 2.53880, -0.03670)
C (1.91728, 3.09601, 0.34363)
C (3.06365, 2.32746, 0.14882)
C (4.30995, 2.80840, 0.50952)
C (4.43199, 4.05908, 1.09561)
C (3.29729, 4.82596, 1.31122)
C (2.04953, 4.35456, 0.93379)
C (-0.47833, 3.50944, -0.44556)
C (-1.79468, 3.26485, -0.05935)
C (-2.78275, 4.19845, -0.32372)
C (-2.47598, 5.36647, -1.00693)
C (-1.17668, 5.59536, -1.43393)
C (-0.17950, 4.67527, -1.14931)
H (2.95948, 1.34208, -0.27691)
H (5.18764, 2.19609, 0.34482)
H (5.40428, 4.43409, 1.38604)
H (3.38292, 5.79786, 1.77945)
H (1.17112, 4.95802, 1.11891)
H (-2.01522, 2.34488, 0.46522)
H (-3.79456, 4.02609, 0.02013)
H (-3.24859, 6.09715, -1.20758)
H (-0.93391, 6.50120, -1.97434)
H (0.83703, 4.85831, -1.47205)
C (4.00846, 0.82749, -2.97862)
N (3.74503, -0.40198, -2.24717)
C (4.71030, -1.48459, -2.38282)
C (2.60865, -0.56594, -1.63359)
N (1.57807, -0.64003, -1.11671)
H (5.00693, 1.18389, -2.72055)
H (3.27920, 1.58815, -2.70917)
H (3.96532, 0.65473, -4.05686)
H (5.70438, -1.10692, -2.13926)
H (4.70968, -1.87864, -3.40157)
H (4.45499, -2.29361, -1.70951)
O (3.77974, -5.32551, -1.41627)
S (2.44689, -4.79006, -1.38299)
O (1.85377, -4.51047, -2.67832)
N (2.33383, -3.44347, -0.48325)
C (1.26852, -3.48699, 0.29841)
O (0.71347, -2.54188, 0.90879)
C (0.68661, -4.87356, 0.42395)
C (-0.32373, -5.29422, 1.26983)
C (-0.67259, -6.63967, 1.25884)
C (-0.04010, -7.53512, 0.40432)
C (0.95271, -7.10289, -0.46894)
C (1.29614, -5.77110, -0.43380)
H (-0.81921, -4.58618, 1.92106)
H (-1.44025, -6.99626, 1.93253)
H (-0.32838, -8.57723, 0.41280)
H (1.45065, -7.78640, -1.14280)

These are the Löwdin partial charges, in e, on atoms 1 to 6:
1. Cr 0.820
2. Cl 0.648
3. C -0.681
4. C -0.085
5. C 0.004
6. C -0.327

[4]
This record from OMol25 describes C3H4N2 in the gas phase at a distorted geometry. The level of theory is wB97M-V/def2-TZVPD.

Computed properties:
- Total charge: 0
- Relative energy (zero: lowest compared OMol25 entry of this formula, charge and spin): 17.65 kcal/mol
- SMILES string: N#C/C=C\N
- HOMO: -9.02 eV

Geometry (Å):
N (-2.74692, -0.68527, -0.07205)
C (-1.79286, -0.02834, -0.02453)
C (-0.63863, 0.80682, 0.00883)
C (0.63216, 0.41736, -0.05202)
N (1.18749, -0.86043, -0.07198)
H (-0.81637, 1.86072, 0.16607)
H (1.41519, 1.12523, -0.32362)
H (2.15028, -1.04312, 0.10505)
H (0.60966, -1.59297, 0.26427)

These are the Löwdin partial charges, in e, on atoms 1 to 6:
1. N 0.126
2. C -0.253
3. C -0.140
4. C -0.195
5. N 0.083
6. H 0.097